8 unconnected molecules or ions with the total composition C38H64ClN2O11 in a non-equilibrium geometry, computed with ωB97M-V/def2-TZVPD.

The geometry in XYZ format:
```
116
Properties=species:S:1:pos:R:3:forces:R:3:mulliken_charge:R:1
O 0.71642 4.82307 5.15646 5.02 -0.99 -5.50 -0.5059
C 1.47756 4.58028 4.18897 -4.44 -0.48 0.57 0.5993
N 1.87766 4.27410 2.95480 -1.51 2.39 6.99 -0.6790
N 2.95030 3.34238 3.08421 1.61 -0.89 -2.89 0.7945
C 4.16905 4.06769 2.60454 -0.66 1.35 -1.71 -0.5374
O 5.24481 4.17677 3.57974 -1.12 -2.17 1.36 -0.4117
C 5.16541 3.17698 4.60292 0.42 -3.77 3.40 0.6020
C 5.95502 1.81135 4.48797 -1.41 0.32 2.44 0.1689
C 5.92170 0.70541 5.62801 -2.09 2.86 1.13 -0.5858
C 5.08367 0.90760 6.92814 -0.10 3.41 -3.19 -0.2129
C 4.27909 2.26700 7.04573 1.90 -0.35 -2.84 -0.6239
C 4.32599 3.37225 5.94086 1.82 -2.48 -1.03 -0.3321
C 2.57562 2.22451 2.11323 -0.65 -0.34 0.90 -0.0435
Cl 1.43332 3.00872 0.84653 0.92 -1.18 -0.25 -0.1616
C 1.70490 1.05305 2.80449 -3.06 -2.41 2.99 0.2998
O 1.62970 -0.05613 2.13300 0.74 3.74 1.60 -0.7419
O 1.05468 1.27244 4.01390 3.38 -0.03 -5.58 -0.7559
H 3.83488 5.15760 2.37324 0.76 -1.84 0.52 0.3026
H 4.53484 3.65340 1.57870 -0.22 0.28 1.98 0.2603
H 6.61975 1.54168 3.58016 -1.32 0.75 1.58 -0.0065
H 6.52474 -0.28055 5.54903 -1.07 2.00 -0.16 0.2906
H 5.01563 0.13941 7.78025 0.28 1.37 -1.66 0.3769
H 3.63151 2.44974 7.97417 1.10 -0.26 -1.64 0.2619
H 3.75269 4.37811 6.00654 0.97 -2.06 0.17 0.3577
H 3.47921 1.77718 1.57278 -1.35 0.80 0.85 0.3324
C 1.68060 3.08185 -4.74027 0.31 -0.05 -0.40 -0.5589
C 0.48629 2.35704 -4.16341 -0.46 0.06 -0.03 -0.5459
C 1.00394 1.92751 -2.80547 0.10 -0.24 0.38 0.1450
O 1.96037 2.91486 -2.39463 -0.04 0.11 -0.59 -0.3287
C 2.26179 3.75698 -3.51382 -0.04 0.10 0.43 -0.4779
H 1.42581 3.78687 -5.53440 0.04 -0.02 0.05 0.3345
H 2.39649 2.35660 -5.14243 -0.03 0.07 0.00 0.2577
H -0.34821 3.05587 -4.04122 0.02 -0.09 -0.01 0.2650
H 0.14318 1.51920 -4.77341 0.01 0.04 0.08 0.3631
H 1.52104 0.96387 -2.86347 -0.10 -0.05 0.01 0.2750
H 0.21020 1.85208 -2.05893 0.16 0.01 0.02 -0.2878
H 1.79122 4.73063 -3.33660 0.05 0.07 -0.09 0.2931
H 3.34284 3.90032 -3.58578 -0.03 -0.01 0.11 0.2579
C 6.09969 -4.31886 8.52679 -0.08 -0.31 0.39 -0.5235
C 5.39425 -3.99238 7.23105 0.07 -0.10 -0.45 -0.6227
C 4.92344 -2.57317 7.47638 -0.31 0.25 -0.03 -0.3171
O 5.87774 -1.96585 8.36156 0.08 -0.47 0.02 -0.3632
C 6.73458 -2.99005 8.88398 0.21 0.35 -0.03 -0.5082
H 6.82695 -5.12855 8.43947 -0.02 0.07 0.03 0.3425
H 5.36473 -4.59891 9.28924 0.08 0.00 -0.03 0.2540
H 6.11171 -4.01015 6.40367 -0.09 -0.01 0.02 0.2729
H 4.57838 -4.67624 6.99003 0.04 0.09 0.00 0.3457
H 3.94830 -2.55795 7.97437 -0.04 -0.02 -0.11 0.2401
H 4.85324 -1.99003 6.55540 -0.01 0.04 0.15 0.2881
H 7.71603 -2.87920 8.40986 0.05 -0.07 0.07 0.2713
H 6.85136 -2.85702 9.96221 -0.02 0.11 -0.06 0.2640
C 8.88358 2.49690 0.09065 0.37 0.31 -0.07 -0.5552
C 8.59786 1.07028 -0.31933 -0.32 -0.22 -0.34 -0.5571
C 8.75925 0.32688 0.99158 0.11 -0.17 0.31 -0.3933
O 8.38510 1.23729 2.03400 0.13 0.03 -0.38 -0.4290
C 8.27351 2.55475 1.47655 -0.32 0.11 0.24 -0.0239
H 8.46639 3.24177 -0.58964 0.01 -0.04 0.08 0.3297
H 9.96578 2.65607 0.15145 -0.07 0.03 -0.01 0.2642
H 7.56455 0.98572 -0.67204 0.09 -0.03 0.01 0.2648
H 9.25823 0.69755 -1.10485 -0.04 0.00 0.07 0.3403
H 9.80238 0.03681 1.15849 0.02 -0.07 -0.07 0.2413
H 8.13576 -0.56888 1.04512 0.02 0.08 0.11 0.2853
H 7.20924 2.81008 1.43117 0.04 0.12 0.01 -0.0854
H 8.77646 3.27342 2.12746 -0.08 -0.12 0.06 0.3205
C -2.81511 0.75679 1.12814 -0.20 0.38 0.32 -0.5521
C -3.11769 -0.66790 0.72342 0.18 -0.47 0.11 -0.5724
C -3.29619 -0.53950 -0.77638 -0.24 0.10 -0.35 0.1512
O -2.45416 0.53980 -1.20405 -0.17 -0.10 0.10 -0.4234
C -1.99171 1.24937 -0.04394 0.53 0.03 -0.05 -0.1891
H -2.29069 0.84101 2.08181 0.05 0.00 -0.13 0.3797
H -3.74723 1.32896 1.19731 0.03 -0.03 0.00 0.2175
H -2.25588 -1.30661 0.94391 -0.07 0.06 0.01 0.3285
H -3.99247 -1.09049 1.22199 0.02 0.04 -0.08 0.3192
H -4.32872 -0.28056 -1.03303 -0.03 -0.13 0.07 -0.2650
H -3.02252 -1.45322 -1.31105 0.08 0.08 -0.06 0.2771
H -0.93064 1.01496 0.09113 -0.03 0.10 0.14 0.1134
H -2.09319 2.32544 -0.20579 0.00 -0.06 -0.10 0.2695
C -8.79839 1.60242 -1.02998 -0.30 0.22 0.35 -0.5417
C -7.95247 2.05942 -2.19577 -0.05 -0.02 -0.52 -0.4201
C -6.55017 1.75873 -1.70555 0.36 0.09 0.17 -0.4774
O -6.64953 0.62451 -0.83300 -0.35 0.16 -0.13 -0.3488
C -8.03418 0.38789 -0.54316 0.13 -0.40 0.00 -0.3893
H -9.83189 1.37577 -1.29902 0.08 -0.02 0.02 0.3270
H -8.80781 2.37437 -0.25281 -0.03 -0.07 -0.04 0.2797
H -8.17817 1.45120 -3.07837 0.01 0.05 0.05 0.1499
H -8.09614 3.10925 -2.45877 0.05 -0.07 0.03 0.3529
H -6.14412 2.59361 -1.12464 0.04 0.04 -0.09 0.3635
H -5.85964 1.53439 -2.52230 0.04 -0.06 0.14 0.2595
H -8.33925 -0.51538 -1.08315 -0.11 0.01 0.02 0.1323
H -8.16167 0.21344 0.52788 0.13 -0.01 -0.04 0.2936
C -8.00096 -3.99945 -4.30535 -0.07 -0.25 -0.40 -0.4126
C -6.84744 -3.23339 -3.69987 0.39 -0.07 0.40 -0.5434
C -7.26122 -1.79655 -3.94182 0.06 0.32 -0.12 0.2199
O -8.69606 -1.76786 -3.92107 0.06 -0.27 -0.02 -0.4106
C -9.18310 -3.11587 -3.95882 -0.22 0.16 0.22 -0.4577
H -8.10267 -5.01664 -3.92198 -0.02 0.07 -0.02 0.3947
H -7.88039 -4.05338 -5.39287 0.01 -0.04 0.07 0.1069
H -6.79525 -3.43100 -2.62370 0.01 0.05 -0.06 0.2801
H -5.87877 -3.47760 -4.13916 -0.11 0.04 -0.01 0.3056
H -6.93370 -1.44896 -4.92775 0.10 -0.01 0.01 0.2358
H -6.86882 -1.11405 -3.18342 -0.10 0.02 -0.03 -0.2601
H -9.58058 -3.35619 -2.96646 -0.05 -0.09 -0.03 0.2597
H -9.99399 -3.19393 -4.68719 0.01 0.12 0.05 0.2706
C -4.24109 -3.93423 -8.66314 0.36 0.30 -0.20 -0.5526
C -4.37210 -5.40801 -8.35469 -0.24 -0.39 -0.20 -0.5166
C -4.30989 -5.42009 -6.84045 0.17 0.00 0.36 -0.4704
O -4.86818 -4.17759 -6.39196 0.07 -0.09 -0.36 -0.3109
C -5.01031 -3.30340 -7.52000 -0.30 0.14 0.21 -0.4196
H -4.62996 -3.65411 -9.64397 0.01 0.00 0.09 0.3255
H -3.18813 -3.63690 -8.61422 -0.09 0.01 -0.03 0.2656
H -5.34873 -5.77199 -8.69151 0.08 -0.02 0.02 0.2617
H -3.59972 -6.02484 -8.81797 -0.05 0.04 0.07 0.3309
H -3.27516 -5.46991 -6.48534 0.00 -0.10 -0.03 0.2656
H -4.86821 -6.25221 -6.40451 0.00 0.12 0.06 0.2646
H -6.07822 -3.22917 -7.75363 0.01 0.08 -0.07 0.2572
H -4.63992 -2.30831 -7.26314 -0.04 -0.09 0.10 0.2881
```
Positions in Å, forces in eV/Å.

Computed properties:
- total charge = -1
- molecular weight (g mol⁻¹) = 760.386
- highest occupied orbital energy (hartree) = -0.1686
- HOMO-LUMO gap (eV) = 6.544
- LUMO level (eV) = 1.96